(1)
Density functional theory data (the ωB97M-V functional and the def2-TZVPD basis) for a molecular structure, C14H27Cl3OPbSi.

```
47
C14H27Cl3OPbSi | OMol25 | the ωB97M-V functional and the def2-TZVPD basis
C -1.2654 0.9656 -2.3777
C -1.4649 -0.4214 -2.6223
C -0.1944 -1.0631 -2.5865
C -2.7377 -1.0979 -2.9234
C 0.7973 -0.0583 -2.3721
C 0.1403 1.1818 -2.2179
C 0.7557 2.4838 -1.9023
C -2.2869 2.0176 -2.3230
C 0.0437 -2.5039 -2.8065
C 2.2578 -0.3002 -2.3354
Pb -3.2825 -0.7821 1.9265
Cl -2.1366 -2.4762 0.5980
Cl -4.5769 0.3144 0.0436
Cl 1.5159 -1.5479 0.7776
H -3.5741 -0.4090 -2.8632
H -2.9099 -1.9341 -2.2228
H -2.7001 -1.5334 -3.9419
H -0.6161 -3.0999 -2.1650
H 1.0895 -2.7619 -2.5713
H -0.1527 -2.7819 -3.8531
H 2.4992 -1.1592 -1.6957
H 2.7847 0.5772 -1.9397
H 2.6507 -0.5220 -3.3406
H 1.8287 2.3725 -1.7174
H 0.2939 2.9104 -0.9992
H 0.6236 3.1935 -2.7313
H -3.2239 1.6244 -1.9274
H -2.4784 2.4376 -3.3192
H -1.9633 2.8272 -1.6653
O -0.5801 1.0643 0.5157
H -0.7163 1.8181 1.1309
C 0.2388 1.3145 4.0370
Si 1.2666 -0.1515 3.4661
C 3.0181 -0.1367 4.0908
C 0.3986 -1.7423 3.9110
C 1.4471 -0.0577 1.6034
H -0.2281 1.0772 4.9998
H -0.5626 1.5595 3.3198
H 0.8779 2.1987 4.1844
H 3.0534 -0.2691 5.1841
H 3.5857 -0.9627 3.6294
H 3.5201 0.8132 3.8447
H -0.4781 -1.9216 3.2687
H 1.0832 -2.6028 3.8309
H 0.0592 -1.6776 4.9536
H 0.1604 0.5454 0.9561
H 2.1390 0.6776 1.1483
```

Energy above the lowest of the compared OMol25 structures with the same formula, charge and spin in kJ/mol: 172.4
Total charge: -2
LUMO energy (alpha / beta) in eV: 4.01 / 4.01
Highest occupied orbital energy (alpha / beta) in eV: 1.24 / 1.24
2S+1: 1

Here are the Mulliken charges for atoms 1 to 8, given in e: 0.593, 0.380, 0.751, -1.348, 0.354, 0.412, -1.520, -1.622

(2)
Density functional theory data (the ωB97M-V functional and the def2-TZVPD basis) for 3 unconnected molecules or ions with the total composition C14H28BNO6.

```
50
C14H28BNO6 | OMol25 | the ωB97M-V functional and the def2-TZVPD basis
C -0.9069 -0.3818 0.4351
N -1.8594 -1.1571 -0.3804
C -3.0389 -0.3579 -0.7021
B -1.1884 -1.7364 -1.5449
O -0.7874 -3.0514 -1.5041
C -1.0353 -0.8187 -2.8247
C -1.6173 -0.9984 -4.0078
C -1.5531 0.2869 -4.7601
O -2.2716 0.6862 -5.6150
O -0.6226 1.0826 -4.1241
C -0.2243 0.4291 -2.9673
O 0.7210 0.7766 -2.3457
H -1.3204 -0.2223 1.4338
H 0.0253 -0.9400 0.5563
H -0.6853 0.5973 -0.0058
H -3.7505 -0.3813 0.1281
H -3.5630 -0.7395 -1.5816
H -2.8043 0.7017 -0.8917
H -1.5170 -3.6497 -1.7048
H -2.1807 -1.8423 -4.3784
C -3.0582 3.7375 1.2969
C -2.5087 3.0883 2.5559
O -1.1394 2.7389 2.4774
C -0.2319 3.8020 2.2455
C -0.2494 4.8802 3.3152
H -2.9118 3.0845 0.4349
H -4.1260 3.9266 1.4129
H -2.5752 4.6913 1.0816
H -3.0268 2.1459 2.7381
H -2.6966 3.7264 3.4272
H -0.3996 4.2433 1.2562
H 0.7493 3.3282 2.2164
H -1.2118 5.3907 3.3697
H 0.5109 5.6304 3.0954
H -0.0397 4.4497 4.2953
C 4.2673 -3.6321 1.7524
C 2.8794 -3.5946 1.1356
O 2.5868 -2.3986 0.4375
C 3.4314 -2.0886 -0.6575
C 3.4305 -3.1372 -1.7568
H 4.4074 -2.7891 2.4302
H 4.3968 -4.5572 2.3154
H 5.0534 -3.5920 0.9973
H 2.1264 -3.6490 1.9222
H 2.7254 -4.4665 0.4894
H 4.4540 -1.8910 -0.3158
H 3.0487 -1.1497 -1.0596
H 3.8114 -4.0982 -1.4085
H 4.0599 -2.8130 -2.5864
H 2.4159 -3.2907 -2.1285
```

LUMO energy in eV: -0.80
Highest occupied orbital energy in eV: -8.96
Structure (SMILES): CN(C)B(O)C1=CC(=O)OC1=O.CCOCC.CCOCC
2S+1: 1

Here are the Mulliken charges for atoms 1 to 8, given in e: -0.960, 0.017, -1.007, 0.429, -0.714, 0.763, -0.229, 0.286

(3)
Density functional theory data (the ωB97M-V functional and the def2-TZVPD basis) for a molecular structure, C14H28CeN6O6.

```
55
C14H28CeN6O6 | OMol25 | the ωB97M-V functional and the def2-TZVPD basis
O 0.4433 2.3553 -3.2452
H 0.1985 3.2939 -3.0457
Ce -0.6335 0.0257 -0.7339
N -1.6728 2.0912 -0.3290
N 0.7828 2.0717 0.1248
N -0.2895 -2.1594 -1.5126
N 1.7506 -0.9798 -0.5370
O -2.9088 1.7155 -0.3142
O -1.3041 -2.8236 -2.2679
O 2.8610 -0.3864 0.0195
O 2.0571 2.0016 0.4409
C 0.1718 3.2595 0.4496
C -1.2250 3.2684 0.2019
C 0.7359 -2.9746 -1.2164
C 1.8698 -2.3218 -0.6405
C -2.1417 4.4212 0.3513
H -2.3206 4.8568 -0.6430
H -1.7342 5.1850 1.0187
H -3.1017 4.0569 0.7342
C 0.9327 4.4235 0.9959
H 1.8069 4.6422 0.3657
H 1.2767 4.2543 2.0295
H 0.2836 5.3077 1.0091
C 0.6941 -4.4216 -1.5308
C 3.0371 -3.1364 -0.1512
H -0.1274 -4.5800 -2.2306
H 0.5115 -5.0253 -0.6280
H 1.6424 -4.7550 -1.9763
H 3.7272 -2.5466 0.4723
H 3.5900 -3.5777 -1.0009
H 2.6477 -3.9860 0.4401
H -1.7523 -2.1072 -2.7482
H 2.5390 0.6022 0.1934
C 1.7092 1.7674 -3.5784
H 2.0950 2.0623 -4.5615
H 1.4991 0.7002 -3.4696
H 2.4106 1.9963 -2.7855
O -1.3249 0.3634 -2.7337
H -0.3748 1.7139 -3.1430
H -1.6469 -0.0532 -3.5610
C -3.3991 -2.6328 2.8163
C -2.1664 -1.8714 2.5832
C -1.0779 -1.5322 3.3994
C -0.1910 -0.7841 2.6166
N -0.7171 -0.6678 1.3793
N -1.9184 -1.3566 1.3817
C 1.0996 -0.1457 2.9061
H -3.1368 -3.6341 3.1774
H -3.9994 -2.1311 3.5846
H -4.0056 -2.7320 1.9047
H -0.9489 -1.7793 4.4368
H -2.5709 -1.3835 0.5759
H 1.0704 0.2420 3.9333
H 1.9231 -0.8740 2.8236
H 1.3232 0.6812 2.2184
```

Energy above the lowest of the compared OMol25 structures with the same formula, charge and spin in kJ/mol: 40.0
<S²>: 0.81
Total charge: +1
LUMO energy (alpha / beta) in eV: -3.87 / -3.86
Highest occupied orbital energy (alpha / beta) in eV: -8.76 / -8.75
2S+1: 2

Here are the Mulliken charges for atoms 1 to 8, given in e: -0.230, 0.420, 0.637, 0.706, 0.755, 0.577, 0.387, -0.827

Here are the calculated total energy numbers, same order: -67696.04920; -29423.53852; -49114.22745 (eV).